1.
DFT (ωB97M-V/def2-TZVPD) results for the molecule C3H5N3.

Computed properties:
- Frontier orbital gap: 8.7 eV
- Net charge: 0
- 2S+1: 1
- F_max: 0.1155 Eh/bohr
- LUMO level: 0.751 eV
- Energy above the lowest of the compared OMol25 structures with the same formula, charge and spin: 338.2 kJ/mol
- SMILES string: N=c1[nH]cc[nH]1
- HOMO: -7.998 eV
- Total energy: -7658.9501 eV

Last column: Löwdin charge in e.
Element x y z (Å)
H (2.42965, -1.22714, -0.08611)  0.13
N (-0.02460, -1.18681, 0.42544)  0.00
C (1.12718, 0.62875, 0.00549)  -0.21
N (-0.09578, 1.10718, 0.21638)  0.08
H (-0.39112, -2.18447, -0.20053)  0.22
H (1.89014, 1.38627, 0.09315)  0.10
N (-2.16791, -0.32755, -0.09697)  0.05
C (1.33354, -0.74326, -0.21525)  -0.07
H (-0.65805, 1.89124, 0.00561)  0.14
H (-2.57641, 0.70544, -0.28926)  0.07
C (-0.86664, -0.04964, 0.14203)  -0.52

---

2.
DFT (ωB97M-V/def2-TZVPD) results for the molecule C3H5N3.

Computed properties:
- Frontier orbital gap: 10.9 eV
- Net charge: 0
- 2S+1: 1
- F_max: 0.0477 Eh/bohr
- LUMO level: 1.039 eV
- Energy above the lowest of the compared OMol25 structures with the same formula, charge and spin: 170.2 kJ/mol
- SMILES string: Cc1cn[nH]n1
- HOMO: -9.877 eV
- Total energy: -7660.6918 eV

Last column: Löwdin charge in e.
Element x y z (Å)
N (-1.39629, -0.87000, -1.11751)  -0.02
H (-1.32550, 0.38947, -2.55699)  0.13
N (0.40422, 0.60827, -1.28063)  0.10
N (-0.67548, -0.15563, -1.98065)  -0.07
H (1.87322, 1.24537, 1.27479)  0.07
C (-0.85026, -0.77996, 0.04705)  -0.11
C (0.32941, 0.17919, -0.04769)  -0.32
H (-1.32334, -1.37818, 0.84302)  0.11
H (1.54060, -0.46245, 1.59746)  0.08
C (1.09368, 0.47424, 1.24097)  -0.05
H (0.32972, 0.74967, 1.98017)  0.08